The following is a DFT calculation (the ωB97M-V functional and the def2-TZVPD basis) of 10 unconnected molecules or ions with the total composition C70H159N11O14 at a distorted geometry.

Summary:
E_HOMO = -8.098 eV
largest force on an atom = 0.040 Eh/bohr
gap between HOMO and LUMO = 8.50 eV

Last column: Löwdin charge in e.
Element x y z (Å)
1 C -25.2757 -7.6570 -14.4470  -0.04
2 C -25.7506 -8.4428 -13.2388  -0.53
3 C -25.3493 -7.7059 -11.9375  -0.02
4 C -27.2768 -8.5399 -13.2923  -0.14
5 C -27.9019 -9.5457 -12.3327  -0.18
6 C -27.3002 -10.9133 -12.6277  -0.14
7 C -25.7766 -10.9590 -12.6184  -0.51
8 C -25.2780 -11.0791 -11.1708  -0.02
9 C -25.3622 -12.2053 -13.3957  -0.04
10 N -25.2285 -9.8004 -13.3185  -0.11
11 O -23.8146 -9.8073 -13.3684  -0.01
12 H -25.5825 -6.6172 -14.4569  0.09
13 H -24.1838 -7.6841 -14.5265  0.08
14 H -25.5479 -8.2762 -15.3112  0.09
15 H -24.2820 -7.8379 -11.7752  0.08
16 H -25.5579 -6.6360 -12.0299  0.08
17 H -25.9961 -8.0152 -11.1157  0.07
18 H -27.6600 -7.5481 -13.0186  0.12
19 H -27.6576 -8.6843 -14.3067  0.12
20 H -27.7545 -9.2255 -11.2999  0.10
21 H -28.9780 -9.6022 -12.5023  0.11
22 H -27.7116 -11.2593 -13.5816  0.12
23 H -27.6857 -11.6344 -11.9003  0.11
24 H -24.2174 -11.3185 -11.1071  0.08
25 H -25.8363 -11.9070 -10.7168  0.07
26 H -25.5392 -10.2205 -10.5492  0.08
27 H -24.2917 -12.4166 -13.3305  0.08
28 H -25.6370 -12.0159 -14.4382  0.09
29 H -25.8728 -13.1162 -13.0796  0.08
30 H -23.6410 -10.3619 -14.1383  0.10
31 C -31.6231 -18.6544 -12.7568  -0.04
32 C -30.1316 -18.4859 -13.0691  -0.51
33 C -29.7994 -19.3001 -14.3384  -0.02
34 C -29.9757 -16.9802 -13.3248  -0.14
35 C -28.5572 -16.3957 -13.2134  -0.16
36 C -27.8676 -16.8990 -11.9581  -0.14
37 C -27.9946 -18.4171 -11.7722  -0.52
38 C -27.0997 -19.2158 -12.7074  -0.02
39 C -27.5115 -18.6273 -10.3493  -0.04
40 N -29.3940 -18.8010 -11.8524  -0.10
41 O -29.5951 -20.1341 -11.4153  -0.02
42 H -32.2088 -18.4534 -13.6623  0.08
43 H -31.8989 -19.6496 -12.4100  0.08
44 H -32.0289 -17.8899 -12.0894  0.08
45 H -30.7029 -19.4761 -14.9130  0.08
46 H -29.0690 -18.7719 -14.9527  0.07
47 H -29.3377 -20.2329 -14.0149  0.08
48 H -30.3744 -16.7659 -14.3215  0.13
49 H -30.5818 -16.3467 -12.6691  0.09
50 H -28.0305 -16.6451 -14.1424  0.11
51 H -28.6366 -15.3063 -13.1901  0.11
52 H -28.3303 -16.3941 -11.1049  0.13
53 H -26.8054 -16.6658 -11.8858  0.09
54 H -26.0363 -18.9610 -12.6422  0.07
55 H -27.3422 -19.1587 -13.7665  0.06
56 H -27.1602 -20.2702 -12.4199  0.09
57 H -27.3934 -19.6647 -10.0167  0.07
58 H -28.1155 -18.1187 -9.5937  0.09
59 H -26.4828 -18.2890 -10.1606  0.08
60 H -30.2401 -19.9971 -10.7113  0.11
61 C -22.3942 -18.6698 -11.3959  -0.02
62 C -21.1798 -18.2781 -12.2628  -0.52
63 C -19.9338 -18.2551 -11.3822  -0.03
64 C -20.9504 -19.3197 -13.3438  -0.14
65 C -21.9396 -19.2124 -14.5176  -0.17
66 C -21.9289 -17.8104 -15.1167  -0.15
67 C -22.1193 -16.6878 -14.0888  -0.49
68 C -21.6428 -15.4056 -14.7388  -0.05
69 C -23.6393 -16.5629 -13.7388  -0.01
70 N -21.3737 -16.9587 -12.8588  -0.10
71 O -21.6022 -15.9513 -11.8875  -0.02
72 H -23.2236 -18.9692 -12.0422  0.07
73 H -22.1981 -19.5254 -10.7499  0.09
74 H -22.6784 -17.7721 -10.8513  0.05
75 H -19.6486 -19.2808 -11.1527  0.08
76 H -19.1255 -17.6696 -11.8270  0.09
77 H -20.1023 -17.7260 -10.4365  0.08
78 H -19.9144 -19.3816 -13.6821  0.12
79 H -21.1895 -20.3367 -13.0075  0.12
80 H -21.6611 -19.9066 -15.3099  0.11
81 H -22.9505 -19.3990 -14.1440  0.10
82 H -22.7883 -17.7519 -15.7937  0.12
83 H -21.0496 -17.7270 -15.7613  0.12
84 H -21.4944 -14.5299 -14.1044  0.08
85 H -22.2572 -15.1028 -15.5916  0.09
86 H -20.6660 -15.5534 -15.2191  0.08
87 H -23.9785 -15.5535 -13.9620  0.07
88 H -23.8426 -16.8136 -12.6969  0.05
89 H -24.2831 -17.3117 -14.2170  0.08
90 H -20.7872 -15.4355 -11.9065  0.11
91 C -29.6016 -22.1057 -1.4682  -0.02
92 C -29.8428 -20.5857 -1.3953  -0.53
93 C -30.0720 -20.1735 0.0411  -0.04
94 C -28.5883 -19.8833 -1.9236  -0.14
95 C -28.4357 -19.7359 -3.4406  -0.17
96 C -29.6975 -19.2271 -4.1548  -0.13
97 C -30.9366 -20.0012 -3.6936  -0.51
98 C -32.1545 -19.1490 -4.0604  -0.03
99 C -31.0064 -21.3562 -4.3967  -0.02
100 N -30.9407 -20.0837 -2.2298  -0.10
101 O -32.1768 -20.5670 -1.7456  -0.02
102 H -30.5174 -22.7016 -1.4222  0.08
103 H -29.1203 -22.3309 -2.4208  0.07
104 H -28.9533 -22.4087 -0.6479  0.09
105 H -30.2437 -19.1071 0.1826  0.09
106 H -30.8572 -20.7467 0.5397  0.08
107 H -29.1953 -20.4139 0.6564  0.09
108 H -28.5306 -18.8643 -1.5270  0.12
109 H -27.7213 -20.4319 -1.5419  0.12
110 H -27.6228 -19.0265 -3.6077  0.09
111 H -28.1165 -20.7018 -3.8458  0.11
112 H -29.4508 -19.3504 -5.2092  0.10
113 H -29.8419 -18.1640 -3.9569  0.11
114 H -32.0368 -18.8880 -5.1137  0.09
115 H -32.2411 -18.2772 -3.4128  0.09
116 H -33.0992 -19.6694 -3.8941  0.08
117 H -31.9570 -21.8291 -4.1149  0.08
118 H -30.2187 -22.0639 -4.1357  0.07
119 H -31.0363 -21.3087 -5.4888  0.08
120 H -32.0958 -21.5371 -1.7482  0.08
121 C -24.6310 -11.9936 -2.5127  -0.02
122 C -25.5883 -12.8199 -3.4014  -0.49
123 C -26.8278 -11.9892 -3.7206  -0.02
124 C -24.8165 -13.1624 -4.6975  -0.14
125 C -23.7605 -14.2471 -4.4941  -0.19
126 C -24.3910 -15.4935 -3.9155  -0.13
127 C -25.0785 -15.2059 -2.5622  -0.50
128 C -25.8441 -16.4957 -2.2445  -0.03
129 C -24.0780 -14.8958 -1.4524  -0.02
130 N -26.0080 -14.0940 -2.7956  -0.12
131 O -27.0691 -14.0008 -1.8574  -0.01
132 H -24.6859 -10.9690 -2.8813  0.09
133 H -24.9318 -12.0594 -1.4680  0.08
134 H -23.6134 -12.3783 -2.5575  0.07
135 H -27.6057 -12.6374 -4.1305  0.08
136 H -27.2209 -11.4666 -2.8517  0.09
137 H -26.5621 -11.2596 -4.4869  0.08
138 H -25.4158 -13.4646 -5.5628  0.08
139 H -24.3736 -12.2147 -5.0227  0.12
140 H -23.3596 -14.5296 -5.4803  0.09
141 H -22.8267 -13.8656 -4.0668  0.11
142 H -23.6734 -16.3093 -3.8264  0.13
143 H -25.1805 -15.7658 -4.6211  0.10
144 H -25.1545 -17.3029 -2.0050  0.09
145 H -26.4301 -16.8361 -3.1047  0.06
146 H -26.5270 -16.3195 -1.4114  0.08
147 H -23.0973 -14.6477 -1.8912  0.08
148 H -23.7395 -15.7266 -0.8233  0.08
149 H -24.3274 -14.0519 -0.8182  0.07
150 H -27.7849 -14.4968 -2.2719  0.09
151 C -28.4037 -21.7510 -7.6949  -0.11
152 O -29.6607 -22.3474 -7.8271  -0.20
153 C -29.7367 -23.4480 -8.7278  -0.21
154 C -31.1884 -23.9032 -8.6662  -0.22
155 N -31.4459 -24.6376 -7.4310  -0.06
156 C -32.8578 -24.8462 -7.1568  -0.22
157 C -33.5768 -25.5940 -8.2702  -0.21
158 O -34.5657 -26.4931 -7.8126  -0.19
159 C -34.3216 -27.2776 -6.6770  -0.13
160 H -28.5462 -20.9085 -7.0231  0.06
161 H -28.0421 -21.3681 -8.6558  0.08
162 H -27.5928 -22.3468 -7.2584  0.09
163 H -28.9967 -24.2486 -8.5993  0.13
164 H -29.5235 -23.0722 -9.7471  0.12
165 H -31.4177 -24.5422 -9.5296  0.11
166 H -31.8066 -23.0015 -8.8141  0.13
167 H -30.9555 -24.0969 -6.7246  0.10
168 H -33.3274 -23.8702 -6.9357  0.12
169 H -32.9472 -25.3332 -6.1837  0.10
170 H -32.8514 -26.1703 -8.8587  0.12
171 H -34.0834 -24.9000 -8.9370  0.12
172 H -34.4704 -26.7279 -5.7474  0.08
173 H -33.3423 -27.7713 -6.6951  0.10
174 H -35.0392 -28.0952 -6.7492  0.09
175 C -23.0120 -22.8583 -5.9112  -0.11
176 O -22.2706 -21.7234 -6.3420  -0.22
177 C -21.5336 -21.9261 -7.5515  -0.21
178 C -20.4935 -20.8325 -7.6126  -0.23
179 N -19.4764 -20.9274 -6.5849  -0.07
180 C -18.6329 -19.7434 -6.5741  -0.19
181 C -19.4069 -18.5395 -6.0300  -0.21
182 O -19.6840 -17.6326 -7.0902  -0.20
183 C -19.9341 -16.3399 -6.6402  -0.14
184 H -22.3289 -23.6864 -5.6778  0.09
185 H -23.7244 -23.1976 -6.6820  0.09
186 H -23.5787 -22.5337 -5.0382  0.09
187 H -22.2813 -21.7659 -8.3400  0.12
188 H -21.0014 -22.8845 -7.6188  0.12
189 H -20.9559 -19.8417 -7.5593  0.10
190 H -20.0495 -20.7741 -8.6272  0.12
191 H -18.9646 -21.7958 -6.6604  0.11
192 H -18.2941 -19.4843 -7.5848  0.12
193 H -17.7880 -19.9702 -5.9270  0.11
194 H -18.9054 -18.1334 -5.1416  0.12
195 H -20.3863 -18.8642 -5.6385  0.13
196 H -19.0578 -15.8966 -6.1594  0.09
197 H -20.8184 -16.2116 -5.9986  0.09
198 H -20.1881 -15.6893 -7.4823  0.07
199 C -25.9640 -11.0183 -7.3688  -0.10
200 O -27.2599 -10.8713 -7.8930  -0.16
201 C -27.9075 -12.1101 -7.9211  -0.24
202 C -29.3770 -11.9222 -7.5730  -0.18
203 N -30.0013 -10.7470 -8.1980  -0.05
204 C -30.0148 -10.8485 -9.6551  -0.22
205 C -31.1666 -11.6192 -10.2256  -0.21
206 O -30.7921 -12.9976 -10.2727  -0.21
207 C -31.7753 -13.8916 -10.7068  -0.11
208 H -25.5436 -10.0739 -7.0308  0.10
209 H -25.2839 -11.4623 -8.1087  0.08
210 H -25.9884 -11.7304 -6.5462  0.03
211 H -27.5349 -12.8425 -7.1803  0.10
212 H -27.6538 -12.7228 -8.7962  0.12
213 H -29.4984 -11.7677 -6.4983  0.11
214 H -29.9839 -12.7873 -7.8395  0.12
215 H -29.4461 -9.9356 -7.9534  0.10
216 H -29.0503 -11.1665 -10.0747  0.10
217 H -30.0885 -9.8306 -10.0600  0.12
218 H -31.3351 -11.3336 -11.2717  0.12
219 H -32.0961 -11.4908 -9.6663  0.13
220 H -32.0415 -14.5362 -9.8605  0.09
221 H -31.3877 -14.6182 -11.4260  0.06
222 H -32.6515 -13.3785 -11.1016  0.09
223 C -26.4066 -19.1356 -6.4751  -0.11
224 O -25.4630 -18.7165 -7.4351  -0.20
225 C -24.1451 -18.6403 -6.8966  -0.20
226 C -23.3852 -17.7169 -7.8230  -0.18
227 N -23.7855 -16.3410 -7.5595  -0.02
228 C -23.1423 -15.3593 -8.4258  -0.20
229 C -24.0030 -14.1268 -8.5109  -0.21
230 O -25.1898 -14.3522 -9.2583  -0.21
231 C -24.9849 -14.7559 -10.5970  -0.09
232 H -26.0847 -20.1368 -6.1473  0.09
233 H -27.3699 -19.2807 -6.9430  0.06
234 H -26.3973 -18.4735 -5.6079  0.08
235 H -23.7140 -19.6496 -6.8741  0.11
236 H -24.1794 -18.2684 -5.8647  0.12
237 H -23.7564 -18.0206 -8.8135  0.11
238 H -22.3099 -17.8451 -7.6891  0.11
239 H -24.7902 -16.2764 -7.6538  0.06
240 H -22.9297 -15.7500 -9.4284  0.10
241 H -22.1818 -15.0769 -7.9795  0.10
242 H -23.4091 -13.3564 -9.0346  0.13
243 H -24.3564 -13.6271 -7.6123  0.10
244 H -24.5307 -15.7573 -10.6817  0.07
245 H -24.3207 -14.0055 -11.0423  0.09
246 H -25.9353 -14.9139 -11.1035  0.07
247 N -26.9258 -15.7757 -6.9167  0.18
248 C -28.0769 -16.1483 -6.2588  -0.63
249 N -28.2144 -15.4202 -5.0760  0.16
250 O -28.8627 -17.0197 -6.6247  0.02
251 H -26.3971 -14.9924 -6.5920  0.06
252 H -26.7187 -16.1653 -7.8192  0.09
253 H -29.0371 -15.6626 -4.5511  0.09
254 H -27.4014 -15.0447 -4.6107  0.05